# 1
Molecular formula: C19H23N4O8PTi
Method: DFT, ωB97M-V/def2-TZVPD

Computed properties:
Total charge ... +3
2S+1 ... 2
Total energy ... -2748.3017 hartree
LUMO (alpha / beta) ... -12.19 / -15.03 eV
HOMO energy (alpha / beta) ... -18.60 / -18.60 eV

The geometry in XYZ format:
```
56
C19H23N4O8PTi | the Open Molecules 2025 dataset | ωB97M-V/def2-TZVPD
C -1.40894 2.41265 -2.33392
C -0.87524 1.28396 -3.19866
N -0.65514 0.09620 -2.57112
C -0.51964 -1.03751 -3.29184
C -0.30206 -0.94857 -4.65236
C -0.48238 0.25699 -5.31685
C -0.85479 1.37251 -4.58806
C -0.83772 -2.35921 -2.62901
P -0.51737 -2.29682 -0.82573
H -1.14328 2.29467 -5.07055
H -0.14496 -1.87740 -5.18371
H -0.45286 0.27106 -6.39997
C 0.44690 2.98939 -0.96795
C -1.73938 2.99689 0.04977
H -0.30016 -3.19240 -3.12972
H -2.50930 2.37824 -2.33630
H -1.14642 3.38849 -2.77559
C 1.03542 -3.23751 -0.37384
C -1.75855 -3.48224 -0.17832
H 1.26296 -3.22563 0.71802
H 0.92303 -4.29406 -0.69048
H 1.90460 -2.77584 -0.87376
H -2.03971 -3.25698 0.86392
H -2.63482 -3.36085 -0.82877
H -1.38266 -4.51791 -0.25140
H -1.81481 4.06455 -0.15289
H -2.72573 2.53466 0.03290
H -1.31554 2.84083 1.04101
H 0.31357 4.02636 -1.31017
H 0.86632 2.99636 0.03735
H 1.12466 2.46204 -1.64843
C -0.98971 -0.52753 1.41019
O -1.11512 -0.90871 2.51488
Ti -0.88804 0.19906 -0.40210
O -2.79352 0.61957 -0.23737
H -1.87725 -2.65897 -2.84947
H -3.16698 0.16519 -1.04332
N -0.87336 2.35720 -0.94141
O 3.07863 -0.88335 0.09669
C 2.14677 -0.22045 0.51663
O 1.13098 0.25882 -0.19162
C 2.10079 0.03953 1.99282
C 2.57701 -0.92503 2.89244
C 2.31405 -0.80654 4.27462
C 1.63524 0.31012 4.78714
C 1.18671 1.27994 3.87793
C 1.43683 1.15594 2.49182
N 0.28425 2.32855 4.32691
O 0.06462 2.46252 5.54846
O -0.24015 3.05454 3.44220
N 2.59437 -1.92567 5.13575
O 3.09139 -2.95691 4.63632
O 2.31236 -1.82217 6.34819
H 3.15240 -1.75761 2.50559
H 1.44151 0.40048 5.85565
H 1.08020 1.95855 1.84751
```

Atomic partial charges in e from the Löwdin method, atoms 1 to 5:
1. C -0.0878
2. C -0.1945
3. N 0.0330
4. C -0.2866
5. C 0.0311


# 2
Molecular formula: C13H20Cl2F4O2
Method: DFT, ωB97M-V/def2-TZVPD

Computed properties:
Total charge ... 0
Total energy ... -1977.6579 hartree
LUMO ... 0.60 eV
HOMO energy ... -9.09 eV

The geometry in XYZ format:
```
41
C13H20Cl2F4O2 | the Open Molecules 2025 dataset | ωB97M-V/def2-TZVPD
C 5.33290 -1.08179 0.46023
C 4.32602 -0.35571 1.30844
Cl 5.05706 0.83305 2.33837
C 3.00322 -0.57840 1.32921
Cl 1.95703 0.28469 2.39266
C 2.33952 -1.67334 0.50462
O 0.97899 -1.39830 0.28540
C 0.50130 -1.67355 -1.01367
C -0.69455 -0.77287 -1.36014
C -0.30904 0.61790 -1.86869
C 0.80939 1.29009 -1.06126
C 0.92238 2.75951 -1.36570
F -0.05048 3.47127 -0.78869
F 2.09027 3.26671 -0.94257
F 0.85020 3.03223 -2.68754
O -1.54020 -0.63319 -0.23891
C -2.77897 -1.31013 -0.25006
C -3.89323 -0.43924 0.37128
C -3.42197 0.87359 0.97542
C -4.48054 1.54014 1.84602
F -3.09903 1.75358 -0.08185
H 4.86637 -1.76761 -0.24877
H 5.93701 -0.36013 -0.09608
H 6.00826 -1.66139 1.09907
H 2.87067 -1.76792 -0.44909
H 2.44716 -2.62965 1.04001
H 0.18961 -2.72552 -1.08225
H 1.29233 -1.51235 -1.75997
H -1.22504 -1.29708 -2.16651
H -0.02644 0.55756 -2.92484
H -1.20387 1.24733 -1.81025
H 1.78378 0.83450 -1.26118
H 0.58810 1.20877 0.00764
H -2.68146 -2.24447 0.32012
H -3.05608 -1.58404 -1.27534
H -4.39218 -1.00818 1.16496
H -4.65554 -0.20150 -0.37934
H -2.49826 0.72629 1.54606
H -5.48846 1.39280 1.44461
H -4.27913 2.61519 1.88633
H -4.43541 1.15358 2.86699
```

Atomic partial charges in e from the Löwdin method, atoms 1 to 5:
1. C -0.1107
2. C -0.7475
3. Cl 0.6630
4. C -0.6639
5. Cl 0.7220


# 3
Molecular formula: C4H10N
Method: DFT, ωB97M-V/def2-TZVPD

Computed properties:
Energy above the lowest of the compared OMol25 structures with the same formula, charge and spin ... 3.003 eV
Total charge ... +1
Total energy ... -212.8100 hartree
LUMO ... -4.86 eV
HOMO energy ... -16.70 eV

The geometry in XYZ format:
```
15
C4H10N | the Open Molecules 2025 dataset | ωB97M-V/def2-TZVPD
C 1.56971 0.68643 -1.03108
C 0.50228 1.08541 0.13903
N -0.36278 0.17700 0.23952
C -1.40118 0.17192 1.13295
C -0.19106 -1.30830 -0.11255
H 1.05871 0.21664 -1.96893
H 2.13948 1.58956 -1.28798
H 2.35144 0.00274 -0.96326
H 0.34765 1.93638 0.57594
H -2.21259 -0.37442 0.57606
H -1.13472 -0.33288 2.08159
H -1.68235 1.20107 1.40762
H -1.18253 -1.50211 -0.59162
H 0.41607 -1.72712 -0.93696
H -0.21813 -1.82230 0.73967
```

Atomic partial charges in e from the Löwdin method, atoms 1 to 5:
1. C 0.0090
2. C 0.1014
3. N -0.1682
4. C -0.0486
5. C 0.0472


# 4
Molecular formula: C2H7N
Method: DFT, ωB97M-V/def2-TZVPD

Computed properties:
Energy above the lowest of the compared OMol25 structures with the same formula, charge and spin ... 0.555 eV
Total charge ... 0
Total energy ... -135.1246 hartree
LUMO ... 1.19 eV
HOMO energy ... -9.10 eV

The geometry in XYZ format:
```
10
C2H7N | the Open Molecules 2025 dataset | ωB97M-V/def2-TZVPD
C -1.10994 -0.25458 -0.09661
C 0.20382 0.48087 -0.03324
N 1.33802 -0.38817 -0.17932
H -1.91920 0.44859 -0.38824
H -1.11550 -1.11740 -0.91836
H -1.48156 -0.74000 0.92746
H 0.27925 1.37835 -0.71258
H 0.25808 1.02949 0.98734
H 1.33770 -1.04188 0.59690
H 2.20934 0.20472 -0.18334
```

Atomic partial charges in e from the Löwdin method, atoms 1 to 5:
1. C -0.1572
2. C -0.4331
3. N -0.0486
4. H 0.0558
5. H 0.1046


# 5
Molecular formula: C19H27BF4N4NaO
Method: DFT, ωB97M-V/def2-TZVPD

Computed properties:
Energy above the lowest of the compared OMol25 structures with the same formula, charge and spin ... 0.000 eV
Total charge ... -1
Total energy ... -1621.4814 hartree
LUMO ... 2.24 eV
HOMO energy ... -3.26 eV

The geometry in XYZ format:
```
57
C19H27BF4N4NaO | the Open Molecules 2025 dataset | ωB97M-V/def2-TZVPD
Na -0.07721 -0.55016 0.15323
C -3.46460 -0.11482 0.14411
N -2.29645 0.67237 -0.18850
C -2.15735 0.81882 -1.63611
C -2.16953 1.93161 0.48541
C -3.26036 2.58072 1.03716
C -3.13029 3.80714 1.68685
C -1.87093 4.38211 1.76384
C -0.76633 3.74917 1.21507
C -0.86071 2.49702 0.57255
N 0.19022 1.75252 0.13353
C 1.37404 2.29684 -0.26648
C 1.52911 3.56690 -0.85635
C 2.74306 4.00314 -1.36616
C 3.86646 3.19448 -1.30340
C 3.74858 1.93686 -0.71322
C 2.54647 1.48257 -0.19907
N 2.41116 0.18401 0.39388
C 3.44492 -0.77415 0.05672
C 2.24705 0.26282 1.84853
H -4.40393 0.31354 -0.24329
H -3.35091 -1.10948 -0.29200
H -3.54627 -0.22163 1.22532
H -3.02093 1.35101 -2.06600
H -1.25001 1.37935 -1.85503
H -2.07636 -0.16528 -2.09911
H -4.23917 2.12310 0.96345
H -3.99484 4.29311 2.12083
H -1.73771 5.33093 2.27241
H 0.21216 4.19815 1.32745
H 0.65770 4.20181 -0.95375
H 2.79884 4.98213 -1.82988
H 4.81769 3.52436 -1.70164
H 4.62381 1.30147 -0.65911
H 4.42682 -0.52105 0.48928
H 3.14949 -1.75012 0.44178
H 3.55238 -0.83677 -1.02731
H 3.18207 0.57931 2.33572
H 1.46469 0.98221 2.08309
H 1.96526 -0.71528 2.24427
C 0.12608 -5.43137 -1.10405
N -0.57871 -4.21317 -1.44581
C -2.00595 -4.18318 -1.18921
C 0.09301 -3.07024 -1.64020
O -0.41582 -1.96046 -1.74748
H -0.02385 -5.66729 -0.04971
H 1.19192 -5.29268 -1.27687
H -0.23077 -6.25694 -1.72442
H -2.19245 -4.24304 -0.11505
H -2.48088 -5.02810 -1.69138
H -2.41103 -3.25276 -1.57759
H 1.17885 -3.21747 -1.71700
F -0.77164 -1.91086 1.86071
B 0.09647 -3.03516 1.93192
F -0.64337 -4.20728 1.70069
F 0.73607 -3.08408 3.15914
F 1.05402 -2.86679 0.88829
```

Atomic partial charges in e from the Löwdin method, atoms 1 to 5:
1. Na 0.3770
2. C -0.0973
3. N -0.2185
4. C -0.0746
5. C -0.1918


# 6
Molecular formula: C11H12NO2
Method: DFT, ωB97M-V/def2-TZVPD

Computed properties:
Energy above the lowest of the compared OMol25 structures with the same formula, charge and spin ... 0.295 eV
Total charge ... -1
Total energy ... -631.6869 hartree
LUMO ... 3.34 eV
HOMO energy ... -4.49 eV

The geometry in XYZ format:
```
26
C11H12NO2 | the Open Molecules 2025 dataset | ωB97M-V/def2-TZVPD
C -1.28700 1.75566 -2.95365
C 0.49156 0.26733 -1.88704
C 0.20916 0.67462 0.27355
C -0.61329 1.06564 -1.81592
C -0.82048 1.32479 -0.42776
C 0.37874 0.76515 1.65892
C -0.51003 1.54866 2.35405
C -1.72386 2.12245 0.30762
C -1.51616 2.26605 1.65735
N 1.03544 0.07428 -0.64649
H 1.62987 -0.73286 -0.42638
H 0.96685 -0.13036 -2.77734
H 1.21309 0.22726 2.08894
H -1.76304 1.07659 -3.66949
H -0.61041 2.40062 -3.53112
H -0.61341 1.54422 3.43291
H -2.58801 2.56321 -0.18506
H -2.23216 2.83531 2.24154
H -2.08254 2.44905 -2.65775
C 1.41013 -4.01108 0.67771
C 1.57247 -2.65885 1.42121
O 2.31696 -1.82256 0.83221
O 1.00901 -2.53854 2.51527
H 0.84055 -4.70820 1.28921
H 2.38126 -4.48644 0.50547
H 0.90531 -3.87200 -0.27796
```

Atomic partial charges in e from the Löwdin method, atoms 1 to 5:
1. C -0.0716
2. C -0.0725
3. C -0.2004
4. C -0.2480
5. C -0.1510